Entry 1:
ORCA calculation (ωB97M-V/def2-TZVPD) on a molecular structure, C45H34N11O4PS4Tc in a non-equilibrium geometry.

As for the spin multiplicity: 3. The energy is -126632.6503 eV. The charge is -1.

```
100
Properties=species:S:1:pos:R:3:forces:R:3:lowdin_spin:R:1
C 0.4336 3.5788 -6.3225 0.0 0.0 -0.1 0.000
C -3.0067 3.2248 0.6004 0.0 -0.2 -0.1 0.035
H -5.9756 0.1063 -2.6579 0.1 0.0 0.1 0.000
C -2.4039 2.0052 0.1302 0.0 0.0 0.1 0.189
H 1.7234 4.2301 4.4425 0.0 -0.1 0.0 0.001
O 1.3109 -3.2632 0.4154 0.0 -0.3 0.0 0.002
S -0.2668 -1.1309 1.4387 -0.1 0.3 -0.1 0.046
N 1.5361 1.3808 1.3550 0.4 0.1 0.2 0.010
C 2.4889 3.5014 4.1998 0.1 0.0 0.1 0.010
C 3.6708 3.4226 4.9098 0.0 0.0 0.0 -0.026
H 2.7785 -4.1224 -0.6844 -0.1 -0.1 0.2 0.000
C -3.5685 5.6102 1.8359 0.0 0.0 0.0 0.034
H 1.1576 -4.7245 -1.0533 -0.1 0.0 -0.1 0.000
C 2.3068 2.6077 3.1451 -0.1 0.0 -0.1 -0.030
C 3.7772 -3.0383 -2.6303 0.0 0.1 -0.2 0.004
C 5.1063 -2.3452 -0.2286 0.0 0.0 0.0 -0.015
H -2.1103 -3.5536 3.1877 0.1 0.0 0.0 0.000
C 2.0611 -1.2475 -1.8406 -0.2 0.1 0.0 -0.008
H 1.0842 -5.8941 1.1556 0.0 0.0 0.0 0.000
C 3.2828 1.6678 2.8132 0.0 -0.2 -0.1 -0.007
C -0.0434 -0.8636 -2.7622 -0.1 -0.2 0.0 0.009
S -1.2522 -3.3660 -1.0786 -0.1 0.0 0.2 0.004
H 0.9828 2.6841 -8.6813 -0.1 0.0 0.0 0.000
H -2.5466 -5.7357 1.0850 0.0 0.0 0.1 0.000
S -0.3071 3.0593 -2.4236 -0.2 0.2 -0.3 0.006
C -2.5609 -5.3836 2.1181 0.0 -0.1 0.0 0.000
C 1.1706 2.4419 -6.6674 0.0 0.0 -0.1 0.000
H -3.8099 6.5555 2.3090 0.0 0.0 0.0 0.002
C -3.2537 -1.1457 -4.3973 0.0 -0.1 -0.1 0.000
H -4.9001 3.4045 -0.4168 0.1 0.0 0.0 0.001
H 3.8488 4.1030 5.7348 0.0 0.0 0.0 -0.002
C 3.1258 -0.6678 0.0208 0.0 0.3 0.3 -0.105
H 1.4846 1.0800 -3.5748 -0.1 0.1 -0.1 0.000
N -2.9671 -0.1500 -1.0381 0.1 -0.3 -0.2 0.004
H -3.7673 -2.0617 -6.2589 0.0 0.0 0.0 0.000
H 5.5986 -2.0753 0.6985 0.0 0.0 -0.1 -0.001
C -2.0776 -0.0069 -2.2484 -0.1 0.2 0.1 0.002
H -3.5840 -5.4435 2.5012 0.1 0.0 0.0 0.000
C -2.2184 -0.8266 -3.5226 0.0 0.1 0.0 0.004
C 2.7781 0.9221 1.6850 -0.2 0.2 0.0 -0.130
N -1.7862 2.6268 -2.6131 0.0 -0.3 0.2 0.004
N -0.6709 -0.1863 -1.8301 -0.2 0.1 -0.3 -0.020
H 5.5687 2.4305 5.1609 0.0 0.0 0.0 0.001
C 1.5586 1.5581 -5.6661 0.1 -0.1 0.0 0.000
C -4.2135 3.8479 0.2966 -0.1 0.1 0.0 0.026
C -2.9565 -1.8123 -5.5825 0.0 0.0 0.1 0.003
Tc 0.3274 0.6017 -0.1350 -0.2 -0.1 -0.2 1.671
C 3.2942 -2.0472 -1.7948 0.1 0.1 -0.1 -0.019
C 5.5992 -3.3423 -1.0609 -0.1 0.0 0.0 0.004
H 2.1525 0.6843 -5.9218 -0.1 0.1 0.0 0.000
C -0.9403 -1.2169 -3.8655 0.2 0.0 0.0 0.000
C 4.6555 2.4697 4.5784 0.0 0.0 0.0 0.010
H -1.4508 -2.6740 -6.8519 0.0 0.0 0.0 0.000
H 2.6769 -5.2374 1.5638 0.0 0.0 -0.1 0.000
C 0.0553 3.7987 -5.0125 0.1 -0.1 0.1 0.000
S -4.1780 1.6485 -3.1788 0.1 0.0 0.1 0.001
C 3.9425 -1.7022 -0.6197 0.0 0.0 0.0 -0.005
C 0.4249 2.8882 -4.0247 -0.4 0.0 -0.2 0.001
H -4.2820 -0.9177 -4.1817 0.1 0.0 0.0 0.000
C 2.0382 -5.5669 0.7408 -0.1 0.1 0.0 0.000
H -5.4022 5.5787 0.7035 0.0 0.0 0.0 0.000
C -2.0657 -3.9572 2.1759 0.2 0.0 -0.1 0.000
C -2.3704 4.9853 2.1334 0.0 0.1 0.1 0.013
N -3.0225 1.2821 -0.8603 0.2 0.5 -0.4 0.040
H 2.5180 -6.4119 0.2390 0.0 0.0 0.0 0.000
C -4.3200 -0.4753 -1.4740 0.0 0.0 0.0 0.002
H 0.1476 4.2851 -7.0966 0.0 0.0 0.0 0.000
N 0.1088 3.1203 2.2641 -0.1 -0.1 -0.2 -0.020
N -1.1887 1.8272 0.6485 -0.3 0.3 0.0 -0.019
H 5.3541 -4.4698 -2.8767 0.0 0.0 0.0 -0.001
C 4.9454 -3.6841 -2.2519 0.1 0.0 0.1 -0.018
H -4.7606 -1.3649 -1.0378 0.0 0.1 0.0 0.000
H 1.7151 1.2554 -8.2322 0.0 -0.1 0.0 0.000
H -1.9222 -6.0346 2.7208 -0.1 0.0 0.0 0.000
N 3.4940 -0.0569 1.1030 -0.1 -0.2 -0.2 0.037
P -0.2542 -2.9527 0.5395 0.1 -0.2 0.0 0.013
H -0.5344 4.6669 -4.7365 0.0 -0.1 -0.1 0.000
H -2.6694 -3.3192 1.5291 0.0 0.1 -0.1 0.000
H 0.4068 -2.1608 -5.2281 -0.1 0.0 0.0 0.000
C -4.9511 0.2976 -2.3549 0.0 0.1 0.0 0.003
O -0.6831 -3.9252 1.7620 -0.1 0.1 -0.1 0.000
N 1.9882 -0.4523 -0.7525 0.2 -0.1 -0.2 0.007
C 1.8323 -4.4374 -0.2483 0.0 0.0 0.2 0.001
C -0.9557 2.8927 1.5202 0.2 -0.1 0.2 0.125
N 1.5565 2.2209 -7.9978 0.1 0.1 0.2 0.000
H 5.2305 0.8555 3.2659 -0.1 0.0 0.0 -0.001
C 4.4761 1.5875 3.5315 0.1 0.0 0.1 -0.020
C -4.4818 5.0504 0.9235 0.0 0.0 0.0 0.021
H 6.5005 -3.8760 -0.7820 0.0 0.0 0.0 0.001
C -2.5426 1.5230 -2.2908 0.1 0.0 0.2 0.023
H 3.2492 -3.2993 -3.5406 0.0 0.0 0.1 0.000
C -1.6516 -2.1645 -5.9170 0.0 0.0 0.1 0.000
C 1.2133 2.4017 2.2241 0.0 0.0 0.0 0.017
N 1.2028 -1.3691 -2.8165 0.1 0.0 0.0 -0.020
O -0.2371 4.4545 -2.0782 -0.1 0.0 0.0 0.002
O 0.5951 2.2180 -1.5969 0.1 -0.6 0.9 0.029
C -0.6210 -1.8746 -5.0374 0.0 -0.1 -0.1 0.002
C 1.1814 1.7763 -4.3509 0.1 0.0 0.1 0.000
H -1.6586 5.4179 2.8270 0.0 0.0 0.0 0.000
C -2.0979 3.7804 1.4958 0.2 0.0 0.1 0.045
```
Forces are in eV/Å.

***

Entry 2:
ORCA calculation (ωB97M-V/def2-TZVPD) on a molecular structure, C45H34N6P2S2Se3Y in a non-equilibrium geometry.

The energy above the lowest of the compared OMol25 structures with the same formula, charge and spin is 0.280 eV. The charge is -1.

```
93
Properties=species:S:1:pos:R:3:forces:R:3:mulliken_charge:R:1
Se 2.6664 -1.0142 -0.7545 0.0 0.1 0.1 -0.247
C -4.6201 -1.1847 -0.3824 0.1 -0.1 0.0 0.210
H 1.1990 -1.5340 2.2283 0.1 0.1 0.0 -0.146
N -0.1243 0.6525 -0.0022 -0.8 -0.7 -0.5 1.455
C -0.5828 -3.8741 -4.4206 0.0 0.0 0.0 -0.611
H 0.6852 -5.4252 3.9181 0.0 0.0 0.0 0.371
H 5.7810 5.8929 0.1396 0.0 0.0 0.1 0.454
H -2.0513 -2.3204 -4.5650 0.0 0.0 0.0 0.451
H -1.5277 -0.6995 2.5927 0.0 0.0 0.0 0.424
C 0.7026 -3.1001 0.8433 0.0 0.1 -0.1 0.621
C -6.4516 0.3599 -0.5103 0.0 0.1 0.0 -0.768
H -7.5780 0.3345 -2.3341 0.0 0.0 0.0 0.372
C 4.2642 4.3895 0.6797 0.1 0.0 0.0 -0.630
C 5.3203 0.6646 0.9748 0.1 -0.1 0.1 0.005
C 6.6206 0.3190 0.6436 0.0 0.0 0.0 -0.623
C -6.7470 -0.0943 -1.7877 0.0 0.0 0.0 -0.423
N 7.4086 -0.4456 1.3961 0.1 -0.1 0.0 -0.648
H -6.2004 -1.4470 -3.3645 0.0 0.0 0.0 0.389
C -0.9167 5.8208 -0.9348 0.0 0.0 0.0 -0.949
C 2.7021 3.0330 -2.3866 -0.1 -0.2 -0.3 0.369
H 0.4807 0.6407 -2.4995 0.0 0.0 0.0 0.282
C 0.4599 -4.4585 0.6818 0.0 0.1 0.0 -0.290
H 0.5324 1.1498 -4.9192 0.0 0.0 0.0 0.493
C 0.4597 -5.2890 1.7922 0.0 -0.1 -0.1 -0.717
Y 1.7050 1.9822 0.5927 -0.3 -0.1 0.5 -0.305
H 5.2228 -1.0059 3.8973 0.0 0.0 0.0 0.377
C -3.4061 -1.6838 2.2238 0.0 0.0 -0.1 0.237
C -1.8851 -0.6527 0.0755 0.3 0.0 0.1 0.764
H 1.1911 -3.0075 4.1900 0.0 0.0 0.0 0.498
C 3.3518 3.5256 -0.0040 0.6 0.3 -0.4 0.023
C 6.8805 -0.9005 2.5318 0.0 0.0 0.0 -0.296
C -4.5541 -2.2248 2.7986 0.1 0.0 0.0 -0.423
C -0.4966 -0.6496 -0.0845 -0.2 0.1 0.0 -1.566
Se 3.0371 0.6570 2.7864 0.0 0.2 0.1 -0.223
P -3.1503 -1.8704 0.4371 0.0 -0.1 0.0 0.827
H -7.0482 1.1456 -0.0642 0.0 0.0 0.0 0.387
C 4.7835 0.2064 2.1775 -0.3 0.0 0.0 0.182
C 5.0228 5.1736 -0.1334 0.1 0.1 -0.1 -0.391
H 4.7448 1.2884 0.3056 0.0 0.1 0.0 0.533
H -4.3286 -2.4508 -2.0824 0.0 0.0 0.0 0.318
C -1.4695 6.1334 0.3094 0.1 -0.1 0.0 -0.063
C 2.0251 2.6968 -4.6685 0.0 0.0 0.0 -0.554
C -5.3839 -0.1756 0.1936 0.0 0.0 0.0 -0.232
S 4.6809 4.9182 -1.7909 -0.3 -0.2 0.1 -0.327
H 0.2398 -4.8614 -0.2958 0.0 0.0 0.0 0.621
C -1.1477 5.3659 1.4025 0.0 0.0 -0.1 -0.838
H -1.3808 -1.2400 -2.4588 0.0 0.0 0.0 0.499
H 4.3627 4.4220 1.7575 0.0 0.0 0.0 0.403
H 1.0050 -5.2684 -4.0345 0.0 0.0 0.0 0.410
C 0.9644 -2.5842 2.1091 0.0 0.0 0.0 -0.244
H -1.5493 5.5687 2.3851 0.0 0.0 0.0 0.413
H 0.2523 -6.3443 1.6661 0.0 0.0 0.0 0.386
C 0.7065 -4.7717 3.0545 0.0 0.0 0.0 -0.569
P 0.7452 -1.8789 -0.5026 0.0 -0.2 0.1 0.992
C -1.2353 -2.7320 -3.9839 0.0 0.0 -0.1 -0.966
C 0.4762 -4.3896 -3.6871 0.1 0.0 0.0 -0.836
C -4.7038 -2.2172 4.1749 -0.1 0.0 0.0 -0.711
H -5.1336 0.1957 1.1788 0.0 0.0 0.0 0.459
C 0.9695 -3.4183 3.2132 0.0 0.0 0.0 -0.567
C -3.7069 -1.6806 4.9797 0.0 0.0 0.1 -0.423
N -2.2720 0.6357 0.2317 -0.1 0.0 0.0 -0.924
H -1.7902 -0.7056 5.0268 0.0 0.0 0.0 0.480
C -2.5672 -1.1365 4.4085 0.0 0.0 0.0 -0.807
C -5.9778 -1.0948 -2.3649 0.0 0.0 0.0 -0.689
C 2.8046 3.3604 -3.7466 0.0 0.0 0.1 -1.020
H -1.1475 6.4005 -1.8173 0.0 0.0 0.0 0.404
H -5.5948 -2.6405 4.6218 0.0 0.0 0.0 0.385
C 5.5992 -0.6087 2.9639 0.0 0.0 -0.1 -0.570
H -5.3170 -2.6541 2.1594 0.0 0.0 0.0 0.413
C 3.4695 3.7109 -1.3580 0.5 0.5 0.1 0.559
C -4.9196 -1.6461 -1.6596 -0.1 0.0 0.0 -0.392
C 1.1586 1.7015 -4.2328 0.0 0.0 0.0 -0.980
C -0.2708 4.2751 1.2503 -0.1 0.1 -0.3 0.669
C 0.1796 -2.6598 -2.0418 0.1 0.1 0.1 0.646
N 0.2648 3.9890 0.0440 -0.1 0.0 0.2 0.235
H 0.4012 4.4665 -1.9480 0.0 0.0 0.0 0.227
C 1.1235 1.4243 -2.8808 -0.1 -0.1 0.0 -0.501
H 7.0589 0.6829 -0.2816 0.0 0.0 0.0 0.360
H -3.8224 -1.6866 6.0566 0.0 0.0 0.0 0.380
S 0.1681 3.2547 2.5613 0.4 -0.3 0.3 -0.508
C -0.8585 -2.1249 -2.7964 0.0 0.0 0.0 -0.065
H 7.5246 -1.5406 3.1286 0.0 0.0 0.0 0.334
H -0.8963 -4.3612 -5.3355 0.0 0.0 0.0 0.393
H 2.0900 2.9524 -5.7190 0.0 0.0 0.0 0.417
H -2.1471 6.9735 0.4063 0.0 0.0 0.0 0.366
N 1.8586 2.0643 -1.9753 0.2 0.5 0.2 1.098
H 3.4945 4.1347 -4.0523 0.0 0.0 0.0 0.399
H 1.7233 -4.1495 -1.9571 0.0 0.0 0.0 0.581
C -0.0587 4.7460 -1.0047 0.1 -0.1 -0.2 -0.119
C 0.8711 -3.7742 -2.5105 0.0 0.0 0.0 -0.552
Se -2.7914 -3.8855 -0.0608 0.0 0.1 -0.2 -0.283
N -1.2140 1.3918 0.1751 -0.1 0.0 0.0 -0.131
C -2.4148 -1.1372 3.0297 -0.1 0.1 0.0 -0.446
```
Forces are in eV/Å.